(1)
C10H30BrN6O4 | ωB97M-V with the def2-TZVPD basis set

Its HOMO-LUMO gap is 8.21 eV. Its HOMO energy is -0.1917 Eh. The spin multiplicity is 1. The relative energy (zero: lowest compared OMol25 entry of this formula, charge and spin) comes out at 89.84 kcal per mole. As for the net charge: -1.

Atoms and positions in Å:
Br -0.564435 -2.008791 -1.073628
C 2.117857 -1.111931 -4.246014
O 2.615188 -0.799001 -5.290904
N 2.666051 -0.904845 -3.123324
N 0.891700 -1.403680 -4.113433
H 2.254609 -1.262685 -2.273167
H 3.553926 -0.453111 -3.289804
H 0.293044 -1.335473 -4.924034
H 0.486486 -1.609808 -3.211537
C -0.562679 2.082661 -1.544349
O -0.512497 1.906980 -0.370934
N -0.902564 1.181272 -2.426394
N -0.488114 3.185769 -2.177928
H -1.034881 0.267364 -2.017281
H -0.712923 1.344848 -3.404845
H -0.485859 3.191675 -3.187909
H -0.075859 3.980490 -1.710415
C -3.996916 -0.198186 0.212218
C -3.453412 -0.263498 1.661073
C -3.959293 -1.565642 2.429797
O -3.393128 -1.672085 3.768570
C -3.771326 -0.633214 4.604233
N -2.029721 -0.242923 1.693250
H -4.369547 -1.125836 -0.222194
H -3.207671 0.112096 -0.472549
H -4.711846 0.606827 0.042122
H -3.889386 0.612257 2.141790
H -3.845621 -2.537650 1.949821
H -5.035394 -1.641508 2.585813
H -3.637452 0.415706 4.339735
H -3.196930 -0.739679 5.524474
H -4.823511 -0.554908 4.877856
H -1.971141 -0.559106 2.650689
H -1.739844 -1.064242 1.181879
C 3.237524 -1.475228 1.275042
C 2.537584 -0.090728 1.045781
C 2.686909 0.665260 -0.307331
O 3.016932 2.028453 0.006572
C 4.335210 2.352090 -0.203380
N 1.148190 -0.191848 1.399397
H 2.942100 -2.336174 0.675391
H 3.279999 -1.893670 2.280631
H 4.276743 -1.283471 1.007925
H 2.919246 0.581092 1.814604
H 1.702924 0.658937 -0.776214
H 3.393597 0.101954 -0.916740
H 4.598637 2.660054 -1.215246
H 5.005164 1.528891 0.044837
H 4.473597 3.141794 0.535077
H 1.098158 -0.888724 2.128758
H 0.840576 -0.758822 0.622218

Cartesian forces (eV/Å) of the 3 atoms listed first:
0.1 -0.2 -0.2
-0.6 1.3 -2.2
2.0 0.5 -3.4

=====

(2)
C10H30BrNO6P | ωB97M-V with the def2-TZVPD basis set

Its HOMO-LUMO gap is 5.46 eV. Its HOMO energy is -0.1333 Eh. The spin multiplicity is 1. As for the net charge: -1.

Atoms and positions in Å:
N 2.522958 0.450253 -0.262385
C 2.856904 0.852206 -1.636407
C 2.285842 2.211079 -2.070611
C 1.884287 3.169416 -0.961733
P 0.129306 2.730907 -0.286315
Br 0.124413 4.803900 0.981906
C -1.682911 2.354551 0.317521
C -2.317029 1.418010 -0.649347
C -2.229837 0.024030 -0.495118
C -2.785100 -0.807776 -1.455667
C -3.426636 -0.271150 -2.566409
C -3.519507 1.103770 -2.726984
C -2.964868 1.947033 -1.771571
H 3.086513 -0.356952 -0.024939
H 1.572276 0.098788 -0.260085
H 3.944735 0.911283 -1.679794
H 2.569797 0.062016 -2.338437
H 1.430455 2.042994 -2.725687
H 3.048366 2.667729 -2.706885
H 2.602100 3.177492 -0.146799
H 1.781615 4.148389 -1.423201
H 0.675856 2.091715 0.883886
H 0.129087 1.471473 -1.007986
H -0.452715 3.458639 -1.414059
H -1.658760 1.898673 1.297653
H -2.267787 3.269535 0.325311
H -1.718794 -0.356546 0.373175
H -2.711491 -1.882070 -1.368940
H -3.860085 -0.915814 -3.316999
H -3.996562 1.531158 -3.596477
H -3.013508 3.020040 -1.858169
O -2.293830 0.137450 2.810782
H -2.748740 -0.711148 2.869252
H -1.597550 0.084017 3.474047
O -3.635893 -2.195958 4.455666
H -4.104075 -2.862869 4.965619
H -3.458158 -1.489160 5.085154
O 2.710307 -0.993818 2.784690
H 2.637977 -0.627133 1.896005
H 2.564665 -1.937944 2.627344
O 2.131929 -2.618681 -0.820156
H 1.192229 -2.669073 -1.028514
H 2.561114 -3.087035 -1.542110
O 2.901863 -3.867009 2.131974
H 3.343113 -3.971504 1.280651
H 3.166139 -4.639009 2.641428
O 0.812974 -4.926770 -0.076421
H 1.209879 -4.284837 0.526804
H 0.567137 -5.664278 0.489352

Cartesian forces (eV/Å) of the 3 atoms listed first:
0.0 -0.1 0.0
0.2 -0.1 0.3
0.1 -0.3 -0.1

=====

(3)
C10H30FO10Zn2 | ωB97M-V with the def2-TZVPD basis set

Its HOMO-LUMO gap (spin up / spin down) is 6.31 / 9.99 eV. Its HOMO energy (spin up / spin down) is -0.4116 / -0.5632 Eh. The spin multiplicity is 2. The relative energy (zero: lowest compared OMol25 entry of this formula, charge and spin) comes out at 0.00 kcal per mole. As for the net charge: +2. As for the expectation value of S²: 0.7512.

Atoms and positions in Å:
Zn -2.093669 -0.937073 -1.595228
Zn 1.365638 -0.086766 -0.065298
F -0.252529 -0.049276 -1.310871
C 2.851873 1.935382 -1.268136
C 2.971924 0.605683 -2.163823
O 2.964119 -0.566939 -1.340656
O 1.719148 1.890579 -0.465182
H 2.877324 2.914260 -1.746941
H 3.802748 2.107157 -0.763734
H 3.862411 0.637733 -2.791604
H 2.173384 0.548156 -2.903499
H 3.808182 -1.018029 -1.416065
H 1.340117 2.760542 -0.610434
C 2.449597 0.269283 2.690341
C 0.891950 0.343130 2.814374
O 0.245592 0.501941 1.455877
O 2.917454 0.110900 1.345943
H 2.975928 -0.388838 3.381697
H 2.841265 1.248523 2.965613
H 0.583451 1.148425 3.481022
H 0.573978 -0.643956 3.150003
H -0.640115 0.836537 1.614515
H 3.875429 0.062910 1.385626
C 2.291331 -3.971091 1.448634
C 1.995988 -3.181540 0.188186
O 1.127932 -2.017132 0.461621
O 3.189085 -3.411139 2.315474
H 2.645041 -4.961010 1.160433
H 1.328543 -4.164848 1.921480
H 1.730604 -4.019831 -0.455973
H 3.001356 -2.847476 -0.068213
H 0.243821 -2.313509 0.233336
H 3.345816 -4.069582 2.996284
C -3.719596 0.411750 -3.334952
C -4.648298 -0.194348 -2.355944
O -4.020427 -1.453300 -2.069818
O -2.572716 0.736596 -2.649580
H -4.016785 1.375032 -3.749532
H -3.235070 -0.177094 -4.113792
H -5.651116 -0.438367 -2.706543
H -4.791424 0.366536 -1.432352
H -4.617015 -2.142976 -1.769758
H -2.334140 1.666227 -2.670919
C -2.796195 2.614846 1.451050
C -2.189463 2.041445 0.136526
O -2.609748 0.683908 0.120935
O -1.977347 2.060956 2.572163
H -3.845610 2.346760 1.573289
H -2.671542 3.697689 1.455540
H -1.134617 2.285704 0.011051
H -2.700166 2.467280 -0.727156
H -2.794437 0.314686 0.987633
H -2.679002 2.063567 3.227360

Cartesian forces (eV/Å) of the 3 atoms listed first:
1.8 -0.6 1.2
-0.9 -0.6 -0.7
0.7 0.1 0.2

=====

| no. | DFT total energy (Ha) |
| --- | --- |
| 1 | -3602.5481 |
| 2 | -3820.5738 |
| 3 | -4809.3095 |